Computed, not measured: a 2-piece molecular cluster, C18H30N5O7 overall, with the ωB97M-V functional and the def2-TZVPD basis.

Geometry (Å):
O  0.70186  3.59285  -7.04535
O  -1.81496  0.58985  -0.87433
O  -1.93651  -2.57911  3.67861
O  -0.43080  -1.41396  -4.74076
O  0.02314  0.75087  0.24209
O  -0.17662  -2.51502  2.23897
O  2.44205  -0.53329  6.77185
C  1.02800  2.66352  -6.32861
C  -0.56516  0.60772  -0.85476
C  -0.89953  -2.06844  3.29459
C  -0.12576  -0.41688  -5.38417
C  -3.34346  0.36848  3.65942
C  -2.15625  0.51503  2.98197
C  -3.87741  0.71458  1.52716
N  -2.50146  0.73865  1.66391
N  -0.18098  -0.41655  -6.72377
N  0.12368  2.07634  -5.55004
N  -4.37712  0.50409  2.72188
C  2.45898  2.16839  -6.33800
C  -0.56021  -1.57257  -7.53373
C  1.64617  -1.71914  6.57489
C  3.00875  0.05291  5.58854
C  0.23277  0.41807  -2.15247
C  -0.73069  0.45695  3.46173
C  -0.41999  1.14660  -3.34178
C  1.54688  -2.14851  5.09700
C  1.89448  0.24663  4.55262
C  -0.31808  -0.88834  4.10745
C  0.30090  0.89630  -4.68203
N  1.17717  -1.01943  4.18846
H  -0.72158  -3.17815  1.77734
H  -3.45978  0.17255  4.72460
H  -4.39448  0.83092  0.57086
H  -1.83697  0.80600  0.86075
H  0.03458  0.44826  -7.19715
H  -0.79566  2.49074  -5.58328
H  -5.36962  0.40677  2.95115
H  2.89327  2.30807  -5.35011
H  3.02561  2.75207  -7.06260
H  2.48685  1.11809  -6.61995
H  -1.60922  -1.81706  -7.35704
H  -0.41214  -1.35715  -8.59253
H  0.04841  -2.43443  -7.25309
H  2.07279  -2.54011  7.16202
H  0.64078  -1.53259  6.96588
H  3.81056  -0.57747  5.18744
H  3.45334  1.02294  5.83851
H  0.30432  -0.64950  -2.36229
H  1.24733  0.80162  -2.02037
H  -0.07314  0.65687  2.61172
H  -0.59252  1.27549  4.17320
H  -0.39659  2.21490  -3.11605
H  -1.46424  0.84847  -3.44458
H  0.82683  -2.97217  5.01162
H  2.52306  -2.55139  4.79839
H  1.19397  0.96768  4.98533
H  2.32001  0.71050  3.65259
H  -0.76395  -0.94118  5.10582
H  1.35927  0.78542  -4.45227
H  1.47907  -1.28279  3.23272

Summary:
- Charge: +1
- E_LUMO: -0.102 Ha



Computed, not measured: C18H30N5OReS as an isolated structure, with the ωB97M-V functional and the def2-TZVPD basis.

Geometry (Å):
Re  0.11661  -0.23395  -0.79646
C  3.30986  -0.84170  1.23381
C  2.57176  0.42474  0.85904
C  3.49676  1.62271  0.75719
O  1.91816  0.25377  -0.40666
H  3.71760  -0.75803  2.24428
H  4.13177  -1.01918  0.53573
H  2.63211  -1.69702  1.19511
H  1.82726  0.62179  1.63367
H  4.32399  1.39141  0.08157
H  3.90266  1.89493  1.73437
H  2.95652  2.47967  0.34551
C  0.22311  5.38488  -0.12904
N  0.14234  4.07773  -0.78731
C  0.03553  3.84817  -2.14384
C  -0.09484  2.50837  -2.29773
N  -0.07426  1.91764  -1.04432
C  0.07667  2.89444  -0.16673
H  0.28649  6.15666  -0.88800
H  1.10420  5.43555  0.50434
H  -0.66327  5.56017  0.47345
H  0.07852  4.64488  -2.87000
H  -0.19929  1.93403  -3.20145
H  0.17202  2.77245  0.90239
N  0.34827  -1.89299  -1.27726
C  0.77165  -2.84741  -2.21854
C  1.45247  -2.44146  -3.36345
C  1.96335  -3.38382  -4.23920
C  1.79151  -4.73892  -3.98644
C  1.06896  -5.14270  -2.87442
C  0.55534  -4.20098  -1.99567
H  1.58156  -1.38079  -3.52966
H  2.49832  -3.06126  -5.12295
H  2.20867  -5.47618  -4.66145
H  0.91269  -6.19765  -2.68714
H  -0.01483  -4.50835  -1.12529
C  -3.08267  2.04420  1.10525
N  -2.58020  0.84538  1.78322
C  -1.93636  1.08688  3.07698
C  -2.44452  -0.32538  1.13218
S  -2.34355  -0.35583  -0.61189
N  -2.49266  -1.45898  1.82321
C  -3.16835  -1.57230  3.12147
C  -2.09900  -2.74727  1.23283
H  -3.55835  2.67547  1.85422
H  -3.81439  1.77332  0.35320
H  -2.28090  2.60560  0.62072
H  -1.29392  1.96499  2.98306
H  -1.31430  0.24161  3.35605
H  -2.66099  1.28162  3.86760
H  -3.74263  -0.67807  3.33172
H  -2.46175  -1.75402  3.93087
H  -3.85623  -2.41418  3.06567
H  -1.26693  -2.61453  0.55674
H  -2.93273  -3.18970  0.68731
H  -1.79982  -3.41039  2.04215

Summary:
- Charge: +1
- ⟨S²⟩: 0.78
- E_LUMO (spin up / spin down): -0.100 / -0.102 Ha
- Energy above the lowest of the compared OMol25 structures with the same formula, charge and spin: 22.02 kcal per mole
- Multiplicity: 2



Calculated total energy for every record listed, in sequence, given in eV: -40929.93472; -41609.78589.